The following is a DFT calculation (ωB97M-V/def2-TZVPD) of 4 unconnected molecules or ions with the total composition C15H40BNO16P3 at a distorted geometry.

Each line ends with the Löwdin charge.
Geometry (Å):
C: -3.831703 -1.200155 0.426538  -0.13
C: -3.129685 -0.031603 -0.479976  -0.36
C: -2.371919 1.112244 0.434948  -0.12
C: -4.151928 0.737335 -1.528321  -0.21
N: -5.568239 0.211634 -1.520638  -0.09
C: -6.552766 1.139413 -0.852192  -0.17
B: -7.844487 0.170600 -0.394112  -0.38
O: -7.683391 -1.321977 -0.510993  -0.01
O: -9.097962 0.773944 0.098550  0.05
C: -6.029731 1.851845 0.526973  -0.42
O: -5.778769 1.256400 1.694517  -0.14
O: -5.864372 3.341023 0.489928  -0.31
H: -2.966746 -1.981168 0.687593  0.07
H: -4.202445 -0.810364 1.491853  0.09
H: -4.664142 -1.823427 -0.111097  0.06
H: -2.278052 -0.567912 -1.118267  0.11
H: -3.142738 1.777081 1.020617  0.08
H: -1.803921 1.821760 -0.316729  0.08
H: -1.663326 0.537863 1.170837  0.08
H: -3.721314 0.490343 -2.615151  0.11
H: -4.077172 1.926708 -1.453940  0.13
H: -5.854355 0.215370 -2.546231  0.12
H: -7.022766 1.937724 -1.605460  0.15
H: -7.212598 -1.681875 0.307299  0.11
H: -9.626644 0.025307 0.514975  0.11
C: 2.918285 0.449600 4.707034  -0.14
O: 1.795611 1.142244 5.232975  -0.33
P: 0.693994 1.889870 4.128245  0.80
O: 0.835966 0.731143 3.135544  -0.29
O: 1.817284 3.046916 3.788231  -0.28
C: 2.233353 3.880650 4.853804  -0.13
O: -0.407673 2.637436 3.023577  -0.24
C: -1.095274 3.752574 3.552642  -0.14
H: 3.654287 0.335021 5.507956  0.09
H: 2.617087 -0.548670 4.376975  0.09
H: 3.380706 0.999450 3.884137  0.08
H: 3.227108 3.569864 5.186302  0.09
H: 1.532624 3.832729 5.693649  0.08
H: 2.285698 4.911985 4.496066  0.09
H: -0.416454 4.603354 3.647048  0.08
H: -1.519478 3.504765 4.529488  0.08
H: -1.906068 4.021640 2.871214  0.10
C: 2.236430 1.535464 1.071063  -0.14
O: 3.613552 1.691300 0.761199  -0.32
P: 4.044535 2.533527 -0.687194  0.77
O: 2.896118 3.530724 -0.500129  -0.25
O: 3.522870 1.255625 -1.587736  -0.27
C: 4.190045 0.020093 -1.408819  -0.13
O: 4.475566 3.375794 -2.135509  -0.26
C: 5.719108 2.990562 -2.684540  -0.17
H: 2.140716 0.728514 1.803166  0.07
H: 1.852073 2.453349 1.524890  0.07
H: 1.652041 1.274638 0.185746  0.10
H: 3.559836 -0.645719 -0.813651  0.09
H: 5.154742 0.157300 -0.909629  0.08
H: 4.360633 -0.434607 -2.387857  0.08
H: 5.640436 1.998644 -3.135590  0.08
H: 6.488641 2.986188 -1.907761  0.07
H: 5.999715 3.709176 -3.458477  0.08
C: 4.107584 -6.290325 -1.836573  -0.15
O: 3.762049 -5.559007 -3.003854  -0.34
P: 2.741699 -4.171800 -2.838097  0.78
O: 3.418010 -3.778461 -1.520468  -0.26
O: 1.455185 -5.153160 -2.525112  -0.26
C: 1.060474 -6.051217 -3.545586  -0.14
O: 1.721431 -2.784568 -2.672390  -0.25
C: 0.952687 -2.487188 -3.819924  -0.15
H: 4.458893 -7.279121 -2.145067  0.09
H: 4.925198 -5.787562 -1.312228  0.08
H: 3.249573 -6.416355 -1.172297  0.09
H: 1.392630 -7.059469 -3.285213  0.09
H: 1.482240 -5.763454 -4.514071  0.08
H: -0.029877 -6.045229 -3.619518  0.09
H: 0.150164 -3.219386 -3.935593  0.08
H: 1.588270 -2.487990 -4.709654  0.08
H: 0.510848 -1.494965 -3.699928  0.10

Atoms 1-2, force components in eV/Å:
C 1.0534 -0.6159 0.9796
C 0.0491 0.4535 0.1521

Results
Frontier orbital gap (eV): 2.088
E (eV): -78986.091
Charge: -1
HOMO (eV): -3.9

=====

The following is a DFT calculation (ωB97M-V/def2-TZVPD) of 10 unconnected molecules or ions with the total composition C21H63BF4N9O9 at a distorted geometry.

Each line ends with the Löwdin charge.
Geometry (Å):
B: -1.135807 0.748833 -0.930269  -1.24
F: -2.080834 0.824147 -1.970382  0.11
F: -0.611079 -0.540503 -0.749760  0.12
F: -0.049453 1.618793 -1.176277  0.10
F: -1.808464 1.150485 0.282199  0.05
C: -0.098585 -3.387320 2.814810  -0.07
C: 0.126133 -2.516752 4.031954  -0.44
C: -0.375700 -1.087062 3.829427  -0.19
O: -1.785087 -1.072292 4.038644  -0.26
C: -2.387789 0.251549 4.040656  -0.05
N: -0.450010 -3.066968 5.260359  0.04
H: 0.166760 -4.432370 2.993151  0.08
H: 0.383099 -3.013450 1.912239  0.05
H: -1.153183 -3.419874 2.504870  0.07
H: 1.212540 -2.377628 4.102072  0.13
H: -0.173028 -0.820634 2.781227  0.13
H: 0.125278 -0.425683 4.541035  0.13
H: -2.805158 0.431289 3.045355  0.08
H: -1.662860 1.005758 4.336684  0.09
H: -3.219984 0.166029 4.738362  0.09
H: -0.347402 -4.083918 5.220640  0.07
H: -1.467681 -3.002107 5.186948  0.07
C: 3.891607 3.201917 0.307738  -0.06
C: 3.752174 3.525153 1.779796  -0.45
C: 5.107838 3.524427 2.487162  -0.26
O: 5.756661 2.356333 2.161138  -0.18
C: 6.912890 2.111383 2.935949  -0.10
N: 3.053296 4.818236 1.899050  0.04
H: 2.994957 3.418698 -0.271139  0.08
H: 4.035212 2.130097 0.169014  0.08
H: 4.790907 3.674439 -0.098378  0.08
H: 3.196819 2.714158 2.266006  0.13
H: 4.899627 3.634099 3.561443  0.13
H: 5.639988 4.435339 2.160940  0.13
H: 7.349028 1.200563 2.539825  0.09
H: 6.672823 2.006236 4.000157  0.09
H: 7.605625 2.957138 2.831511  0.09
H: 3.579043 5.412661 1.258676  0.08
H: 3.141512 5.233368 2.824241  0.08
C: -0.586163 -4.543896 -2.226678  -0.05
C: -0.029945 -3.419120 -3.092751  -0.43
C: 0.471920 -3.884536 -4.415799  -0.23
O: 1.499502 -4.825483 -4.230561  -0.18
C: 1.819348 -5.490088 -5.405420  -0.14
N: -1.074319 -2.399370 -3.262031  0.05
H: -1.673394 -4.535806 -2.168948  0.08
H: -0.186380 -4.502962 -1.208007  0.07
H: -0.251445 -5.519785 -2.590414  0.07
H: 0.767410 -2.943479 -2.515659  0.13
H: 0.900623 -3.022717 -4.963587  0.13
H: -0.297385 -4.223187 -5.127184  0.13
H: 2.324149 -4.830285 -6.129842  0.09
H: 0.900085 -5.844066 -5.886921  0.09
H: 2.515203 -6.290382 -5.170511  0.08
H: -0.782839 -1.557695 -3.744324  0.05
H: -1.341084 -2.113432 -2.327158  0.05
C: 3.141074 -1.973886 1.635343  -0.08
C: 3.059196 -3.441773 1.401228  -0.32
O: 4.134925 -3.832339 0.518974  -0.09
H: 2.210007 -1.595480 2.062911  0.05
H: 3.153225 -1.477125 0.657626  0.09
H: 4.001668 -1.578603 2.168801  0.08
H: 2.099205 -3.706800 0.961074  0.09
H: 3.203311 -4.062408 2.297257  0.11
H: 4.007281 -4.761870 0.297990  0.08
C: -6.798571 0.586781 -0.601121  -0.09
C: -5.590545 1.422814 -0.900258  -0.34
O: -4.877451 1.609406 0.304298  -0.08
H: -7.603274 0.687866 -1.331552  0.07
H: -7.214814 0.882586 0.366318  0.07
H: -6.533155 -0.464615 -0.480403  0.07
H: -5.785143 2.404902 -1.354935  0.10
H: -4.986032 0.966229 -1.697688  0.11
H: -3.929708 1.557361 0.142631  0.04
C: 1.508302 2.280297 -4.457557  -0.08
C: 0.494623 1.146639 -4.586740  -0.30
O: 0.775380 0.020313 -3.779844  -0.09
H: 1.768825 2.505532 -3.430904  0.06
H: 1.106743 3.141831 -5.000117  0.07
H: 2.398809 2.031922 -5.052115  0.07
H: 0.295824 0.872247 -5.615199  0.11
H: -0.400077 1.553537 -4.090424  0.10
H: 0.556164 0.188047 -2.857139  0.05
C: -2.169451 4.529004 -3.164671  -0.64
O: -2.314863 5.314317 -4.098075  -0.01
N: -1.240512 4.778639 -2.156944  0.16
N: -2.804148 3.291806 -3.084398  0.16
H: -0.543851 5.470926 -2.319854  0.09
H: -1.150343 4.076553 -1.447570  0.07
H: -3.223243 2.980404 -3.939918  0.10
H: -2.338883 2.589765 -2.521741  0.05
C: -0.885347 3.859693 2.414286  -0.64
O: -0.742489 4.872288 3.117257  -0.02
N: -2.084459 3.534751 1.823678  0.16
N: 0.207346 3.184979 1.899568  0.17
H: -2.871433 4.139947 1.928218  0.10
H: -2.178321 2.725883 1.221350  0.05
H: 1.113959 3.613772 1.952398  0.05
H: 0.035830 2.453572 1.236576  0.06
C: -3.988221 -2.461774 1.034869  -0.64
O: -4.912858 -2.968565 0.405463  0.00
N: -3.006770 -1.708313 0.410434  0.18
N: -3.839522 -2.590765 2.413249  0.15
H: -2.212114 -1.302778 0.861807  0.07
H: -3.163463 -1.459048 -0.548885  0.09
H: -4.419245 -3.264719 2.868387  0.09
H: -3.220384 -1.982028 2.934739  0.05

Atoms 1-2, force components in eV/Å:
B 0.2357 0.0410 0.5105
F 0.3967 -0.3660 0.2520

Results
Frontier orbital gap (eV): 8.731
E (eV): -66194.145
Charge: -1
HOMO (eV): -6.5

=====

The following is a DFT calculation (ωB97M-V/def2-TZVPD) of a gas-phase ion, C4H11N2 (charge +1) at a distorted geometry.

Each line ends with the Löwdin charge.
Geometry (Å):
C: -1.253016 0.899985 -0.714571  -0.10
C: -0.200225 -0.140808 -1.180629  -0.13
C: 0.818489 -0.435313 -0.125941  -0.43
C: 2.122051 -0.119414 -0.138704  0.09
N: 0.290955 -1.215947 0.996733  0.05
N: -1.401003 0.837903 0.849215  0.14
H: -1.032769 1.930479 -0.943325  0.12
H: -2.281876 0.859507 -1.099536  0.13
H: -0.559423 -1.177574 -1.611959  0.17
H: 0.520483 0.427453 -1.857167  0.14
H: 2.682911 0.082357 0.786013  0.09
H: 2.569427 0.009226 -1.120559  0.08
H: 0.913707 -1.193962 1.765590  0.07
H: 0.134257 -2.180482 0.737913  0.10
H: -1.637712 -0.111772 1.053790  0.12
H: -0.407858 1.147255 1.060666  0.16
H: -2.054609 1.627118 1.266008  0.22

Atoms 1-2, force components in eV/Å:
C -1.4983 -0.2305 0.6371
C 1.4928 -0.6930 -1.6141

Results
Frontier orbital gap (eV): 9.255
E (eV): -7298.139
Structure (SMILES): C=C(N)CC[NH3+]
Charge: +1
HOMO (eV): -12.8

=====

The following is a DFT calculation (ωB97M-V/def2-TZVPD) of C3H7N3O2 in the gas phase at a distorted geometry.

Each line ends with the Löwdin charge.
Geometry (Å):
C: 0.298562 -0.282545 0.370490  -0.51
C: -0.360191 1.692999 -0.731797  -0.21
C: -0.059107 2.848079 -1.291016  0.00
H: -1.145876 -0.768698 -2.139656  0.22
H: -1.264312 -1.481946 0.872375  0.18
H: 1.506132 1.297796 -0.269673  0.12
H: -1.342148 1.354619 -0.222912  0.14
H: 0.816570 3.228883 -1.421670  -0.02
H: -0.900869 3.623844 -1.294628  0.09
H: 0.439899 -2.013240 2.908309  0.21
N: -0.999631 -0.668255 0.125148  0.02
N: 0.691247 0.773771 -0.451051  0.06
N: 0.969929 -0.711919 1.382293  0.03
O: -0.631186 -1.404159 -1.279539  -0.15
O: 0.379212 -1.914296 1.790421  -0.18

Atoms 1-2, force components in eV/Å:
C 0.6141 1.1987 1.4250
C -0.3890 -0.8742 1.3317

Results
Frontier orbital gap (eV): 8.922
E (eV): -11782.791
Structure (SMILES): C=CN/C(=N/O)NO
Charge: 0
HOMO (eV): -8.5

=====

The following is a DFT calculation (ωB97M-V/def2-TZVPD) of a molecular structure, C2H4O4 at a distorted geometry.

Each line ends with the Löwdin charge.
Geometry (Å):
C: -0.556298 0.490075 -0.352465  -0.14
C: 0.435469 0.044736 0.685649  -0.57
O: -1.450708 -0.372549 -0.849645  0.09
O: 1.046461 0.655740 -0.970906  -0.02
O: 0.842227 -1.276450 0.588645  0.07
O: 0.417955 0.619974 1.782681  0.05
H: -2.341548 0.012626 -0.794293  0.14
H: 1.323981 -0.208698 -1.316001  0.08
H: 1.148555 -1.495721 1.485317  0.13
H: -0.866093 1.530267 -0.258983  0.16

Atoms 1-2, force components in eV/Å:
C 3.2994 -0.3342 0.4913
C -3.6862 -0.5845 3.4092

Results
Frontier orbital gap (eV): 9.879
E (eV): -10326.506
Charge: 0
HOMO (eV): -9.6

=====

Which value of frontier orbital gap does entry 2 give?
8.731 eV